Entry 1:
Below is a molecular structure, C20H18N6OS2V in a non-equilibrium geometry, with properties calculated with wB97M-V/def2-TZVPD.

Values from the calculation:
Kohn-Sham gap (alpha / beta) ... 0.245 / 0.245 Eh
Total charge ... +3

Geometry (Å):
V1 -0.06486 0.05378 -0.00516
C1 2.51770 -4.08584 1.45936
S1 0.73450 -3.80831 1.54908
C2 0.56767 -2.14454 1.47820
S2 -0.97226 -1.39730 1.72727
N1 1.60710 -1.33521 1.12451
N2 1.28022 -0.04629 1.37836
C3 1.59587 0.79993 2.26977
C4 0.66455 1.92281 2.28182
C5 0.73191 2.95408 3.18330
C6 -0.34259 3.84664 3.24898
C7 -1.42469 3.63729 2.42283
C8 -1.40350 2.58106 1.51487
N3 -0.38085 1.73232 1.41702
H1 2.65649 -5.09507 1.84432
H2 2.85232 -4.03751 0.42636
H3 3.05321 -3.37756 2.08496
H4 2.37768 0.61867 3.00155
H5 1.58800 3.05432 3.83790
H6 -0.33134 4.66828 3.95346
H7 -2.29582 4.27668 2.46675
H8 -2.25075 2.41914 0.86618
O1 2.61687 1.54995 -2.18825
C9 1.53932 1.25572 -1.79775
N4 1.19914 -0.04081 -1.24759
C10 1.68038 -1.27538 -1.86464
C11 0.46045 -2.15501 -1.86181
C12 0.36354 -3.34478 -2.54737
C13 -0.84934 -4.01812 -2.54740
C14 -1.92581 -3.48249 -1.85250
C15 -1.75042 -2.31195 -1.15195
N5 -0.57575 -1.64381 -1.15217
C16 0.29263 2.08387 -1.85078
C17 0.22458 3.28576 -2.50824
C18 -1.03742 3.85211 -2.69807
C19 -2.15598 3.18339 -2.22888
C20 -1.99909 2.00367 -1.51511
N6 -0.79078 1.46734 -1.31211
H9 2.02783 -1.07306 -2.87958
H10 2.51450 -1.69156 -1.29712
H11 1.21441 -3.72210 -3.09990
H12 -0.95805 -4.94549 -3.09511
H13 -2.89121 -3.96872 -1.84494
H14 -2.56079 -1.88447 -0.57826
H15 1.12751 3.72814 -2.90998
H16 -1.14228 4.78566 -3.23620
H17 -3.15267 3.56477 -2.40601
H18 -2.85412 1.47099 -1.11701

natural (NBO) population analysis, charges in e, atoms 1 to 8:
1 V 1.1347
2 C -0.7479
3 S 0.5693
4 C -0.1352
5 S 0.2150
6 N -0.2931
7 N -0.2191
8 C 0.2026

=====

Entry 2:
Below is C4H5NO in the gas phase in a non-equilibrium geometry, with properties calculated with wB97M-V/def2-TZVPD.

Values from the calculation:
SMILES ... C=C[C@@H](O)C#N
Kohn-Sham gap ... 0.399 Eh

Geometry (Å):
C1 2.15854 -0.43940 -0.03147
C2 -1.05245 -1.00369 0.07852
C3 -0.10414 -0.24797 0.59365
C4 1.14283 0.49802 -0.29112
N1 2.69590 -1.42529 0.13788
O1 1.36530 1.82014 0.26651
H1 -1.67634 -1.53350 0.72816
H2 -1.19009 -1.19250 -0.97758
H3 -0.03202 -0.22120 1.66881
H4 0.95097 0.42848 -1.33502
H5 1.36770 2.64534 -0.37161

natural (NBO) population analysis, charges in e, atoms 1 to 8:
1 C 0.2357
2 C -0.3904
3 C -0.1565
4 C -0.0168
5 N -0.2845
6 O -0.7205
7 H 0.2041
8 H 0.1958

=====

Entry 3:
Below is a molecular structure, C19H34O5OsS2Si in a non-equilibrium geometry, with properties calculated with wB97M-V/def2-TZVPD.

Values from the calculation:
Kohn-Sham gap (alpha / beta) ... 0.252 / 0.252 Eh

Geometry (Å):
Os1 -0.63886 2.15367 1.23981
S1 1.53357 2.15887 1.94314
C1 2.06271 3.81672 1.72563
C2 3.41190 4.13674 1.86073
C3 3.84758 5.42438 1.60665
C4 2.94319 6.40927 1.21994
C5 1.60100 6.10191 1.09548
C6 1.15561 4.80854 1.35613
S2 -0.55139 4.42055 1.23265
H1 4.10741 3.36046 2.15447
H2 4.90009 5.65696 1.69993
H3 3.28752 7.41303 1.01101
H4 0.88204 6.84684 0.77834
C7 -3.57492 3.10001 1.49173
O1 -2.55089 2.16231 1.34209
H5 -3.23632 4.12347 1.29506
H6 -3.98271 3.05575 2.50577
H7 -4.37821 2.85631 0.79082
C8 0.00313 -4.27416 0.01500
C9 -0.45030 -3.55355 1.28562
C10 -1.94843 -3.76369 1.50606
C11 0.34265 -4.04479 2.49160
O2 -0.18544 -2.14563 1.19037
Si1 -0.35290 -1.12429 -0.06100
O3 -0.45008 0.32577 0.66309
O4 0.85449 -1.24735 -1.16019
C12 2.23970 -0.91130 -1.17537
C13 2.39422 0.53557 -1.64472
C14 2.86353 -1.10358 0.20665
C15 2.89803 -1.84337 -2.18784
O5 -1.65378 -1.59220 -0.93173
C16 -2.55944 -0.91912 -1.80640
C17 -3.66304 -0.25782 -0.98549
C18 -1.82443 0.12167 -2.65032
C19 -3.16843 -2.00307 -2.69259
H8 -0.15399 -5.34940 0.10144
H9 1.06248 -4.08184 -0.16462
H10 -0.56191 -3.89880 -0.83847
H11 -2.17740 -4.82640 1.59532
H12 -2.49467 -3.34661 0.66148
H13 -2.26606 -3.25104 2.41523
H14 0.18677 -5.11333 2.64353
H15 0.02364 -3.50535 3.38388
H16 1.40595 -3.85591 2.33705
H17 1.71802 1.16751 -1.08143
H18 2.13626 0.61684 -2.70192
H19 3.41565 0.88864 -1.49523
H20 2.32152 -0.51117 0.94743
H21 3.90803 -0.79192 0.19641
H22 2.80871 -2.15013 0.51084
H23 2.42248 -1.72456 -3.16194
H24 2.78795 -2.88195 -1.87288
H25 3.95879 -1.60745 -2.28464
H26 -3.22264 0.43704 -0.27940
H27 -4.21519 -1.01007 -0.41958
H28 -4.35015 0.27709 -1.64344
H29 -1.44942 0.91852 -2.00273
H30 -2.49446 0.55671 -3.39187
H31 -0.97421 -0.33918 -3.15389
H32 -3.65154 -2.75324 -2.06526
H33 -2.39184 -2.49380 -3.28104
H34 -3.91156 -1.57507 -3.36639

natural (NBO) population analysis, charges in e, atoms 1 to 8:
1 Os 1.0109
2 S 0.0809
3 C -0.0907
4 C -0.2450
5 C -0.1933
6 C -0.2127
7 C -0.1888
8 C -0.2643

=====

Entry 4:
Below is C11H15N in the gas phase in a non-equilibrium geometry, with properties calculated with wB97M-V/def2-TZVPD.

Values from the calculation:
SMILES ... C[C@H]1Cc2ccccc2CN1C
Kohn-Sham gap ... 0.341 Eh

Geometry (Å):
C1 -3.26529 -1.06787 -0.22770
C2 -1.80970 -0.59519 0.20232
C3 -0.70309 -1.35166 -0.43369
C4 0.62716 -0.76321 -0.21128
C5 1.57057 -1.50782 0.31079
C6 2.83205 -0.93306 0.62260
C7 3.16422 0.41509 0.09972
C8 2.20915 1.22170 -0.47736
C9 0.93274 0.54524 -0.42881
C10 -0.35931 1.34856 -0.79892
C11 -1.84540 1.61198 1.17378
H1 -3.24659 -1.09245 -1.40627
H2 -3.95678 -0.34470 0.10123
H3 -3.37930 -2.17200 0.08689
H4 -1.63879 -1.02120 1.25910
H5 -0.75368 -1.30775 -1.56202
H6 -0.91832 -2.31086 -0.02136
H7 1.48350 -2.59506 0.50206
H8 3.39083 -1.71148 1.06832
H9 4.12742 0.71332 0.40011
H10 2.31033 2.29024 -0.68512
H11 -0.36408 1.40086 -1.89158
H12 -0.25134 2.49253 -0.58610
H13 -2.28770 2.66724 0.91385
H14 -0.76349 1.86014 1.82025
H15 -2.75527 1.22140 1.61765
N1 -1.58791 0.90960 -0.08653

natural (NBO) population analysis, charges in e, atoms 1 to 8:
1 C -0.6108
2 C -0.0118
3 C -0.4387
4 C -0.0877
5 C -0.1600
6 C -0.2326
7 C -0.1958
8 C -0.2331

=====

Values for ΔE to the lowest compared entry with this formula, charge and spin, kcal per mole, ordered as above
11.7 57.7 15.4 88.8
Values for E, eV, ordered as above
-79350.2177 -7764.0234 -62512.9857 -13136.9414